No. 1
Molecular formula: C4H9O3
Method: DFT, ωB97M-V with the def2-TZVPD basis set

Positions of all 16 atoms, in Å:
H  1.06491  2.56192  -0.00026
C  0.08946  1.80274  -0.00011
C  0.70720  0.40449  0.00009
O  -0.48359  -0.41499  0.00070
C  -0.39886  -1.75751  0.00009
O  0.65597  -2.36695  -0.00039
C  -1.78450  -2.35993  0.00010
H  -0.50317  1.85212  0.91672
H  -0.50310  1.85178  -0.91698
H  1.30208  0.22857  -0.90246
H  1.30262  0.22900  0.90231
H  -2.53831  -1.55011  -0.00007
H  -1.93265  -2.98663  -0.87158
H  -1.93274  -2.98639  0.87197
O  2.26412  2.33776  -0.00008
H  2.69056  3.15413  -0.00006

Net charge: 0
Spin multiplicity: 2
Total energy, Eh: -383.41341
E_HOMO (alpha / beta), eV: -10.033 / -10.341
Max |F|, eV Å⁻¹: 2.94

No. 2
Molecular formula: C15H13FN4O5
Method: DFT, ωB97M-V with the def2-TZVPD basis set

Positions of all 38 atoms, in Å:
C  -0.50714  -0.54252  -4.17634
O  -1.10913  -0.14860  -2.91362
N  -0.09760  0.61013  -2.24314
C  -0.12172  1.06516  -0.99739
C  0.98922  1.73833  -0.36154
N  2.09352  1.87078  -1.02577
O  3.22356  2.47284  -0.27895
C  3.42818  1.92047  1.01626
C  2.13374  2.41804  1.69937
O  0.90328  2.22718  0.98514
C  -1.31496  0.98579  -0.18750
C  -2.36229  1.76099  -0.63343
C  -3.45797  1.99016  0.14038
C  -3.48612  1.37397  1.37419
C  -2.54390  0.50965  1.90280
C  -1.39771  0.25290  1.07200
O  -0.46226  -0.55777  1.55105
C  -0.09225  -1.69322  0.97763
N  -0.99273  -2.38006  0.21451
C  -0.61290  -3.57034  -0.26958
N  0.60945  -4.15718  0.09298
C  1.43328  -3.47095  0.80720
O  2.49958  -4.26722  1.03232
C  1.19518  -2.19863  1.24160
F  2.08524  -1.79580  2.24478
H  0.43112  -0.14892  -4.31054
H  -1.25191  -0.16543  -4.89655
H  -0.36469  -1.64066  -4.23246
H  4.33252  2.27922  1.51395
H  3.41857  0.82636  1.07191
H  2.08264  1.80007  2.56861
H  2.20473  3.52752  1.93150
H  -2.37489  2.01808  -1.71169
H  -4.27809  2.63789  -0.25912
H  -4.35708  1.46882  1.99661
H  -2.76517  0.19407  2.98815
H  -1.26188  -4.04993  -0.95133
H  2.14859  -5.16119  1.02601

Net charge: 0
SMILES: CO/N=C(/C1=NOCCO1)c1ccccc1Oc1ncnc(O)c1F
Total energy, Eh: -1274.22494
E_HOMO, eV: -8.970
Max |F|, eV Å⁻¹: 6.23

No. 3
Molecular formula: C27H20N7O4STc
Method: DFT, ωB97M-V with the def2-TZVPD basis set

Positions of all 60 atoms, in Å:
Tc  0.06628  -0.27461  -0.31939
O  -0.27576  1.76551  -3.81073
C  -0.38457  1.33478  -2.70169
O  0.46930  0.48663  -2.11841
C  -1.50186  1.73462  -1.77031
C  -2.51315  2.63814  -2.01940
C  -3.41258  2.91388  -0.99181
C  -3.27423  2.30627  0.25280
C  -2.23721  1.41233  0.42245
N  -1.41027  1.14548  -0.58074
C  -1.84076  0.68021  1.68018
O  -2.42653  0.80440  2.71584
O  -0.75649  -0.06960  1.49369
H  -2.57229  3.10890  -2.99049
H  -4.21682  3.61738  -1.15861
H  -3.93586  2.51174  1.08233
S  0.59374  -5.09027  1.47106
C  -0.83606  -4.50305  1.00989
C  -1.13291  -3.13506  0.58470
C  -0.17346  -2.26722  0.32594
C  1.21028  -2.08285  0.38419
C  2.67669  -0.53434  1.66779
C  3.76533  -0.24179  2.47269
C  4.16582  1.07596  2.60696
C  3.46940  2.06227  1.92542
C  2.39596  1.68625  1.14264
N  2.00319  0.41505  1.01273
H  -1.68556  -5.18072  0.94655
H  -2.17130  -2.85940  0.44656
H  4.28315  -1.03679  2.99303
H  5.00758  1.33165  3.23601
H  3.74829  3.10325  1.99650
H  1.82087  2.42433  0.59720
C  3.48423  -1.06711  -2.35566
C  2.93023  -1.73881  -1.14901
N  1.66258  -1.66475  -0.83264
C  2.21063  -1.98398  1.48899
C  3.26960  -2.84933  0.91005
N  3.69229  -2.54614  -0.33498
C  4.80670  -3.32359  -0.91961
N  4.32540  -4.36792  -1.75410
N  4.25036  -4.18230  -3.10573
N  3.70396  -5.19301  -3.64329
C  3.39428  -6.10681  -2.64904
C  2.78896  -7.36337  -2.73929
C  2.60647  -8.05228  -1.56470
C  3.01820  -7.51496  -0.32513
C  3.61823  -6.28018  -0.22497
C  3.79495  -5.58670  -1.42668
H  2.70940  -0.42627  -2.76935
H  3.79106  -1.79229  -3.11115
H  4.35096  -0.45921  -2.08931
H  1.82970  -2.39662  2.42032
H  3.64365  -3.74760  1.37284
H  5.37742  -3.73125  -0.08631
H  5.44277  -2.66417  -1.50400
H  2.48332  -7.76475  -3.69487
H  2.14237  -9.02821  -1.58232
H  2.85431  -8.09368  0.57390
H  3.93055  -5.88869  0.73305

Net charge: +1
Spin multiplicity: 4
Total energy, Eh: -2203.86461
E_HOMO (alpha / beta), eV: -10.666 / -10.991
Max |F|, eV Å⁻¹: 0.71

No. 4
Molecular formula: C18H28Cl2O12P2
Method: DFT, ωB97M-V with the def2-TZVPD basis set

Positions of all 62 atoms, in Å:
C  -0.44944  -2.52988  -4.19247
C  -0.58327  -3.10718  -2.77182
O  -1.10561  -2.43817  -1.94233
O  -0.05716  -4.35285  -2.49196
C  0.91740  -4.18023  -1.44255
C  2.17074  -3.42046  -1.90611
C  2.69972  -2.40439  -1.22735
C  2.11342  -1.91001  0.06508
Cl  2.11484  -3.09975  1.40287
C  1.59496  -0.69902  0.26791
C  1.53686  0.34939  -0.83907
Cl  0.96590  -0.31479  1.86425
C  3.98298  -1.81274  -1.85743
O  4.21742  -0.65274  -1.92206
C  4.92918  -2.87569  -2.45072
C  4.40536  -3.89264  -3.12133
C  2.86702  -3.88373  -3.20780
O  2.28084  -4.16985  -4.20024
H  0.20906  -1.64056  -4.18397
H  -1.45928  -2.21236  -4.50046
H  0.00433  -3.25014  -4.89374
H  0.49046  -3.72725  -0.53501
H  1.23198  -5.20687  -1.16320
H  2.52932  0.78827  -1.03541
H  0.91785  1.18716  -0.45464
H  1.03170  -0.00535  -1.75504
H  6.01333  -2.78309  -2.30187
H  5.01921  -4.68820  -3.55751
C  -5.43935  -2.45845  2.41474
O  -5.04867  -1.09591  2.22612
P  -4.83150  -0.46383  0.67701
O  -4.91210  0.98010  1.06918
O  -6.25845  -1.05569  0.15340
C  -7.46682  -0.47464  0.62300
O  -4.34382  -0.23483  -0.92586
C  -3.03727  -0.75445  -1.25509
H  -4.80131  -2.90616  3.17686
H  -6.46763  -2.47265  2.78012
H  -5.37007  -3.04330  1.49893
H  -7.29900  0.25989  1.41116
H  -8.10562  -1.26893  1.01467
H  -7.97602  0.00213  -0.21490
H  -3.01497  -1.83031  -1.11553
H  -2.27758  -0.28382  -0.62511
H  -2.82583  -0.52754  -2.29651
C  3.15021  5.71534  4.57457
O  2.90745  4.43747  3.98004
P  2.01487  4.29881  2.55439
O  2.48199  2.92237  2.19546
O  2.88646  5.47229  1.83106
C  4.23694  5.21454  1.47038
O  0.84725  4.45692  1.33325
C  -0.51303  4.58442  1.78695
H  2.93934  5.65344  5.64219
H  4.20722  5.95583  4.44960
H  2.54263  6.50353  4.13303
H  4.59339  4.25395  1.84339
H  4.86471  6.00591  1.88458
H  4.31995  5.23541  0.38354
H  -0.63123  5.48845  2.38781
H  -0.80041  3.70949  2.37566
H  -1.16081  4.65333  0.91588

Net charge: 0
SMILES: CC(=O)OCC1=C(/C(Cl)=C(\C)Cl)C(=O)C=CC1=O.COP(=O)(OC)OC.COP(=O)(OC)OC
Total energy, Eh: -3208.50600
E_HOMO, eV: -9.210
Max |F|, eV Å⁻¹: 7.93